--- i ---
Molecular formula: C24H36O18
Method: DFT, ωB97M-V/def2-TZVPD

Geometry as XYZ:
```
78
Properties=species:S:1:pos:R:3
C -15.9954 8.9597 -5.0564
C -15.0465 10.0188 -5.6828
C -15.1375 10.1342 -7.1651
O -14.8479 11.5506 -7.2957
C -15.4216 12.1638 -6.2257
O -15.4967 13.3488 -6.0342
O -15.6447 11.2790 -5.2669
H -16.6532 8.5668 -5.8421
H -16.7237 9.4897 -4.3012
H -15.5580 8.1885 -4.3959
H -14.0418 10.0163 -5.2965
H -16.1214 9.8590 -7.6213
H -14.2447 9.5983 -7.5812
C -22.4793 9.7987 -6.2533
C -21.2779 10.5952 -5.8023
C -20.5734 9.9764 -4.5911
O -19.3891 9.3986 -5.1844
C -19.1864 9.9022 -6.3960
O -18.2318 9.8254 -7.0886
O -20.2892 10.5395 -6.8727
H -23.2070 9.7258 -5.4705
H -22.1170 8.7923 -6.5194
H -22.9770 10.0922 -7.1769
H -21.4738 11.6856 -5.6161
H -21.0796 9.1580 -4.1257
H -20.1651 10.7220 -3.8603
C -17.6936 15.6972 -6.2876
C -18.7480 14.6945 -5.7194
C -18.7837 13.3332 -6.4941
O -18.7762 12.3558 -5.4366
C -18.5444 12.9071 -4.2452
O -18.4693 12.3053 -3.2358
O -18.4897 14.2695 -4.3875
H -18.0919 16.0774 -7.2115
H -16.7223 15.1613 -6.3483
H -17.5823 16.5166 -5.5822
H -19.7072 15.2115 -5.7691
H -17.9245 13.1471 -7.1497
H -19.6839 13.1365 -7.0928
C -13.3847 15.2129 -3.8144
C -14.1952 14.4449 -2.7575
C -14.6147 13.0071 -3.1697
O -14.1865 12.2438 -2.0664
C -13.4357 12.9898 -1.1673
O -13.0294 12.5563 -0.1444
O -13.3973 14.2824 -1.5742
H -13.9657 15.2838 -4.6726
H -12.4881 14.7841 -4.1051
H -13.0629 16.1823 -3.3946
H -15.0128 15.0653 -2.3286
H -13.9738 12.7500 -4.0252
H -15.6621 12.9077 -3.3933
C -17.7327 9.2590 -1.4370
C -18.9667 9.2007 -0.5154
C -19.5534 10.5430 -0.0744
O -21.0467 10.3218 0.0313
C -21.3370 9.2286 -0.6324
O -22.3895 8.7842 -0.9229
O -20.1489 8.7145 -1.2256
H -16.8639 9.5146 -0.7656
H -17.7675 10.0061 -2.2601
H -17.5208 8.3960 -1.9937
H -18.6894 8.5635 0.3734
H -19.3638 11.3292 -0.8090
H -19.1356 10.8533 0.8563
C -13.9894 15.5283 -7.9373
C -14.5249 15.4775 -9.3282
C -14.5009 14.0746 -9.9339
O -15.8545 13.5826 -9.8739
C -16.6788 14.5923 -9.5255
O -17.8488 14.5902 -9.3716
O -15.9687 15.7426 -9.4115
H -14.5016 14.8799 -7.2398
H -14.0765 16.5499 -7.5397
H -12.9228 15.3225 -8.0592
H -14.0408 16.1810 -9.9433
H -13.7509 13.4049 -9.4920
H -14.2416 14.1149 -10.9515
```

## Properties
HOMO level = -10.85 eV
2S+1 = 1


--- ii ---
Molecular formula: C24H36O18
Method: DFT, ωB97M-V/def2-TZVPD

Geometry as XYZ:
```
78
Properties=species:S:1:pos:R:3
C -0.0215 2.2864 5.3229
C 1.3705 1.9799 5.8908
C 1.4453 0.7625 6.8291
O 2.1463 -0.2204 6.0734
C 2.4556 0.3188 4.8277
O 3.0200 -0.3070 3.9106
O 2.1321 1.5713 4.8000
H -0.5155 1.5148 4.7324
H -0.0364 3.1630 4.6754
H -0.7728 2.5845 6.0543
H 1.7900 2.9025 6.2919
H 0.5131 0.4021 7.2642
H 2.0403 0.8858 7.7340
C -1.9628 -4.0401 0.2354
C -0.9388 -4.8931 0.9741
C -0.8349 -4.6930 2.4836
O -0.7373 -6.0091 2.9347
C -1.0942 -6.9034 2.0952
O -1.2294 -8.0934 2.3111
O -1.2954 -6.2944 0.9022
H -2.3371 -4.4045 -0.7213
H -1.6920 -2.9997 0.0558
H -2.8843 -3.9323 0.8075
H 0.0544 -4.8721 0.5253
H -1.7197 -4.1550 2.8240
H 0.0551 -4.1081 2.7158
C 1.0272 -1.2913 1.1759
C 0.6368 0.1859 1.2655
C 1.5742 1.0698 0.5404
O 0.7618 1.8125 -0.3595
C -0.5099 1.3077 -0.3362
O -1.4129 1.5474 -1.0904
O -0.5769 0.4113 0.6095
H 1.1963 -1.5862 0.1403
H 0.2133 -1.9038 1.5638
H 1.9075 -1.4913 1.7867
H 0.4345 0.4329 2.3077
H 2.3501 0.4607 0.0767
H 2.0462 1.7067 1.2886
C -4.1027 -0.8499 0.9036
C -4.4148 -1.1195 -0.5782
C -3.2776 -0.8654 -1.6009
O -3.2057 -2.1232 -2.3270
C -4.2809 -2.8625 -1.9588
O -4.6487 -3.8300 -2.5986
O -4.7721 -2.4649 -0.7889
H -4.0046 -1.7948 1.4382
H -5.0437 -0.5719 1.3784
H -3.3016 -0.1871 1.2305
H -5.2638 -0.4737 -0.8022
H -2.3270 -0.7350 -1.0839
H -3.5232 -0.0302 -2.2569
C 2.3551 4.2914 -1.8592
C 2.8658 5.7335 -2.0903
C 4.2673 5.7537 -2.7149
O 4.1830 6.6363 -3.7708
C 2.8764 6.8569 -4.0900
O 2.4388 7.5355 -5.0149
O 2.1186 6.2661 -3.0763
H 2.3631 3.7422 -2.8006
H 1.3383 4.2062 -1.4760
H 3.0321 3.8229 -1.1448
H 2.7741 6.3415 -1.1903
H 4.6113 4.7709 -3.0373
H 5.1544 6.0922 -2.1797
C 0.4480 -0.2713 -5.9883
C 0.5451 -0.2048 -4.4217
C -0.7822 -0.5661 -3.7632
O -0.3982 -1.5141 -2.8786
C 0.9003 -1.9086 -3.1383
O 1.4392 -2.7505 -2.4400
O 1.3747 -1.3481 -4.1520
H 1.4111 -0.2464 -6.4981
H -0.0594 0.5908 -6.4214
H -0.0404 -1.1334 -6.4426
H 1.0032 0.6844 -3.9886
H -1.4505 -0.9341 -4.5417
H -1.2015 0.3532 -3.3544
```

## Properties
HOMO level = -10.57 eV
2S+1 = 1


What are the relative energies? In kcal/mol: i 0.0; ii 35.8.


--- i ---
Molecular formula: C6H10N2
Method: DFT, ωB97M-V/def2-TZVPD

Geometry as XYZ:
```
18
Properties=species:S:1:pos:R:3
C 1.5556 -1.0602 0.0705
C 0.7013 1.1105 -0.1037
C -0.8464 1.0737 0.0232
C -1.8573 0.0676 -0.4635
C 0.0524 -0.8102 0.1746
C 0.0275 0.4293 0.9924
H 1.9827 -0.9056 1.1264
H 2.0598 -2.0877 -0.3288
H 2.6807 0.5305 -0.4618
H 1.1479 2.1681 -0.0653
H -1.2627 2.1009 0.3992
H -2.9544 0.2041 -0.0367
H -2.0453 0.0365 -1.5981
H -1.7450 -1.9362 -0.4330
H -0.0977 -0.4161 -0.8864
H 0.2637 0.6026 1.9429
N 1.6880 0.1442 -0.6244
N -1.3507 -1.2520 0.2725
```

## Properties
HOMO level = -8.32 eV
2S+1 = 1


--- ii ---
Molecular formula: C6H10N2
Method: DFT, ωB97M-V/def2-TZVPD

Geometry as XYZ:
```
18
Properties=species:S:1:pos:R:3
C -2.2220 -0.3513 0.5093
C -0.7343 -0.8197 0.6392
C 1.3410 -0.3363 -0.2077
C 0.8406 1.1709 0.5949
C 0.9136 0.3499 -1.3885
C -1.1113 0.2847 -0.3185
H -3.2564 -0.4129 -0.1704
H -2.4571 -0.1605 1.7390
H -0.3708 -0.3470 1.6964
H 0.9028 -1.9260 1.1194
H 2.3699 -0.5159 -0.1658
H 0.6063 1.3181 1.6712
H 1.9008 1.4952 0.2434
H 0.3594 -0.0871 -2.1734
H 1.7118 0.8784 -1.9877
H -1.2080 -0.2311 -1.2450
N 0.5535 -1.5196 0.0922
N -0.1398 1.2101 -0.6480
```

## Properties
HOMO level = -7.85 eV
2S+1 = 1


--- iii ---
Molecular formula: C6H10N2
Method: DFT, ωB97M-V/def2-TZVPD

Geometry as XYZ:
```
18
Properties=species:S:1:pos:R:3
C -0.1300 2.1299 0.7203
C -0.4163 1.5098 -0.3855
C -0.4200 0.0500 -0.7175
C -1.6441 -0.8810 -0.5134
C -0.8170 -1.5223 0.8269
C 2.5760 -0.2296 -0.3102
H -0.2945 3.1294 1.1947
H 0.8468 1.7254 1.3930
H -1.2099 1.9095 -1.1246
H 0.0798 0.1196 -1.7194
H -2.0272 -1.6709 -1.1938
H -2.8204 -0.4467 -0.0898
H -0.1855 -2.4557 0.6073
H -1.2485 -1.6475 1.7327
H 3.6349 -0.8321 -0.2353
H 2.3308 0.7678 -0.6510
N 0.2541 -0.6457 0.3775
N 1.4910 -1.0101 0.0881
```

## Properties
HOMO level = -7.92 eV
2S+1 = 1


--- iv ---
Molecular formula: C6H10N2
Method: DFT, ωB97M-V/def2-TZVPD

Geometry as XYZ:
```
18
Properties=species:S:1:pos:R:3
C -1.7312 -0.5946 0.3971
C 0.3499 -2.1669 0.0449
C 0.6313 -0.8007 0.1279
C 1.9391 -0.1089 -0.0663
C -0.3645 1.4105 1.0196
C -0.4893 0.0768 0.4096
N -2.8014 -0.9674 0.3254
N -0.9035 0.7442 -1.7336
H -0.6136 -2.4499 -0.1209
H 1.1868 -2.8889 -0.0002
H 1.7023 0.8777 -0.5342
H 2.5067 0.1443 0.8349
H 2.5014 -0.7004 -0.7841
H -0.7054 2.2992 0.4866
H -1.1001 1.4075 1.8684
H 0.6118 1.5587 1.3754
H -0.9133 1.7290 -1.6624
H -1.8069 0.4299 -1.9880
```

## Properties
HOMO level (alpha / beta) = -8.15 / -9.58 eV
2S+1 = 1


What are the relative energies? In kcal/mol: i 67.1; ii 106.9; iii 75.4; iv 0.0.


--- i ---
Molecular formula: C6H10N2
Method: DFT, ωB97M-V/def2-TZVPD

Geometry as XYZ:
```
18
Properties=species:S:1:pos:R:3
C 2.0578 0.8343 0.0444
C 0.9093 0.1575 -0.1112
C 0.2882 -1.0027 0.7653
C -1.3507 -0.5526 0.4731
C -1.2414 0.9758 0.6679
C -0.4895 0.7963 -0.5865
H 2.0511 1.6777 -0.8487
H 3.1463 0.1714 0.2580
H 1.5897 1.5107 0.7986
H 0.5973 -1.5393 -1.0639
H 0.8809 -1.1118 1.6409
H -2.4735 -1.1066 0.6846
H -0.9203 1.1222 1.6679
H -2.2558 1.5834 0.7113
H -0.2513 1.7151 -1.3000
H -2.3309 0.1359 -0.9128
N 1.1741 -1.2171 -0.2915
N -1.3277 -0.4129 -1.0163
```

## Properties
HOMO level = -8.58 eV
2S+1 = 1


--- ii ---
Molecular formula: C6H10N2
Method: DFT, ωB97M-V/def2-TZVPD

Geometry as XYZ:
```
18
Properties=species:S:1:pos:R:3
C 1.8133 -0.5073 -0.9169
C 0.5257 -0.9258 -0.5504
C 0.0789 -0.7738 0.8629
C -1.2312 -0.2460 0.2968
C -1.6363 1.0598 0.9922
C -0.4813 1.2459 -0.8513
H 1.9233 -0.4469 -2.0055
H 1.8967 0.7001 -0.6981
H 2.6005 -1.1390 -0.0629
H 0.5657 -1.8739 -1.1131
H 0.2005 -1.7829 1.6413
H 0.7718 0.0775 1.3492
H -1.8672 -1.1476 0.0472
H -2.6976 1.1961 1.1367
H -1.1645 0.9848 2.1228
H 0.1649 1.6545 -1.5234
N -0.8474 1.9306 0.2334
N -0.6157 -0.0060 -0.9608
```

## Properties
HOMO level = -8.51 eV
2S+1 = 1


--- iii ---
Molecular formula: C6H10N2
Method: DFT, ωB97M-V/def2-TZVPD

Geometry as XYZ:
```
18
Properties=species:S:1:pos:R:3
C 1.7968 -2.0471 0.1142
C -1.9816 1.2363 -0.0411
C -1.1393 0.0713 0.3918
C 0.7664 0.5593 -0.3691
C 0.0077 -0.5262 -0.8463
C 1.2856 1.7837 -0.2791
N 1.2788 -0.7418 -0.2259
N -1.4173 -0.7293 1.3423
H -2.3098 -0.5000 1.7913
H -0.5504 -1.1667 -1.5058
H 2.1339 -2.5403 -0.8025
H 2.6558 -1.9276 0.7775
H 1.0323 -2.6416 0.6174
H -3.0058 1.1335 0.3264
H -2.0066 1.3176 -1.1308
H -1.5795 2.1600 0.3811
H 2.3099 1.9047 0.0453
H 0.7231 2.6543 -0.5867
```

## Properties
HOMO level = -7.77 eV
2S+1 = 1


What are the relative energies? In kcal/mol: i 55.4; ii 0.0; iii 16.4.


--- i ---
Molecular formula: C6H10N2
Method: DFT, ωB97M-V/def2-TZVPD

Geometry as XYZ:
```
18
Properties=species:S:1:pos:R:3
C 1.6813 0.2839 -0.6491
C 1.3285 -1.0744 -0.1853
C -2.6102 -1.4063 0.1783
C 2.5809 1.1616 -1.0325
C 0.6247 -0.3908 0.9702
C -1.1745 1.0763 0.4840
N -1.3467 -1.4208 0.3432
N -0.7105 -0.2809 0.7059
H 2.2120 -1.7381 -0.0961
H 0.5450 -1.4577 -0.7542
H -3.2389 -2.3163 0.0665
H -3.0407 -0.4506 -0.1143
H 2.7256 2.0996 -0.6867
H 3.1441 1.0485 -1.9364
H 1.1682 0.4954 1.4024
H -2.3098 1.1414 0.3241
H -0.8937 1.6474 1.2808
H -0.6852 1.5816 -0.3008
```

## Properties
HOMO level (alpha / beta) = -6.85 / -6.86 eV
2S+1 = 1


--- ii ---
Molecular formula: C6H10N2
Method: DFT, ωB97M-V/def2-TZVPD

Geometry as XYZ:
```
18
Properties=species:S:1:pos:R:3
C -1.6924 0.5547 1.0842
N -1.3131 -0.1423 -0.1447
C -0.1509 -0.9748 -0.3600
C 0.3661 0.2964 -0.7234
C 1.6076 0.2048 0.5939
C 0.0296 -2.2634 -0.6467
C 0.4259 1.2551 -1.6496
N 1.8774 1.1539 1.3728
H -2.0975 -0.5369 -0.6588
H 2.7718 1.0708 1.8626
H 2.2666 -0.6617 0.4161
H -0.8220 1.0849 1.4634
H -2.4911 1.2572 0.8449
H -2.0639 -0.1553 1.8286
H 0.9566 -2.5815 -1.0960
H -0.6519 -3.0124 -0.2741
H -0.3995 1.9215 -1.8430
H 1.3809 1.5290 -2.0701
```

## Properties
HOMO level (alpha / beta) = -6.50 / -6.50 eV
2S+1 = 1


What are the relative energies? In kcal/mol: i 0.0; ii 4.4.